No. 1
46
Properties=species:S:1:pos:R:3 method="wB97M-V/def2-TZVPD" total_charge=-2 energy_ha=-2420.17963 relative_energy_kj_mol=130.3 multiplicity=4 s_squared=3.825 e_lumo_ha=0.1478 orbital_gap_ev=3.61
Re 0.832 0.662 -0.452
Cl 2.418 1.995 -0.253
Cl 1.829 -1.343 0.065
Cl 0.710 2.830 7.962
O 0.481 0.591 1.799
O -2.248 -3.025 0.954
O 0.437 -1.453 2.887
O -0.920 1.400 -0.154
C -1.136 -1.208 -2.591
C 0.357 0.556 4.113
C 0.212 -1.664 -2.561
C 0.388 0.571 6.529
C 0.505 1.969 6.502
C -2.345 -2.070 -2.675
C 1.088 -0.529 -2.617
C 0.588 2.047 -3.011
C -1.149 0.180 -2.589
C 0.369 1.955 4.098
C 0.316 -0.129 5.326
C 0.437 2.671 5.288
C -2.311 1.022 -2.872
C 0.265 0.689 -2.475
C 2.490 -0.517 -3.070
C 0.595 -3.091 -2.492
C 0.428 -0.224 2.827
H 2.562 -0.479 -4.171
H 0.251 -1.221 5.316
H -1.507 -2.329 0.948
H -2.163 2.050 -2.519
H -3.223 0.625 -2.403
H 1.627 2.322 -2.850
H 1.564 -3.243 -2.002
H -3.232 -1.549 -2.294
H -2.497 1.066 -3.963
H 0.343 2.488 3.144
H 0.382 2.136 -4.087
H -2.532 -2.329 -3.729
H 3.024 -1.416 -2.737
H 0.454 3.753 5.286
H -0.137 -3.648 -1.894
H -0.056 2.784 -2.514
H 3.023 0.358 -2.686
H 0.361 0.050 7.476
H -2.249 -2.996 -2.101
H 0.623 -3.538 -3.491
H -1.251 1.230 0.730

***

No. 2
55
Properties=species:S:1:pos:R:3 method="wB97M-V/def2-TZVPD" energy_ha=-6685.90547 relative_energy_kj_mol=128.6 multiplicity=4 s_squared=3.825 e_lumo_ha="-0.0390 / -0.0428" orbital_gap_ev="5.81 / 5.90"
Se 5.742 6.205 9.189
Cr 9.325 13.823 9.452
S 12.699 12.694 6.087
S 11.106 14.981 5.138
S 10.989 12.388 8.573
S 7.514 12.174 9.536
S 9.146 14.943 7.383
O 13.317 13.985 3.928
O 8.170 15.507 10.419
N 7.266 6.359 11.560
N 6.027 14.679 10.800
N 8.797 12.128 12.018
N 9.660 12.977 11.402
N 6.577 16.988 10.904
N 8.124 7.647 10.062
N 6.737 11.086 11.714
N 11.010 14.869 10.285
C 12.992 16.188 9.991
C 7.119 6.764 10.272
C 13.265 15.989 11.347
C 8.313 7.075 12.129
C 6.595 5.299 12.266
C 12.538 13.933 4.853
C 7.801 11.803 11.221
C 10.579 13.546 12.166
C 10.920 13.152 13.597
C 11.297 13.288 7.087
C 6.976 15.690 10.702
C 11.375 14.550 11.538
C 11.833 15.632 9.525
C 8.171 8.627 9.004
C 12.498 15.118 12.112
C 10.561 14.274 6.622
C 8.852 7.910 11.232
H 6.097 4.697 11.513
H 5.724 17.057 11.388
H 14.017 16.539 11.848
H 12.753 15.043 13.162
H 11.903 12.685 13.495
H 11.021 14.051 14.249
H 7.333 17.659 11.079
H 7.294 4.795 12.877
H 8.658 6.813 13.129
H 5.058 14.876 10.567
H 6.142 10.501 11.161
H 7.231 9.203 8.921
H 8.324 8.105 8.043
H 8.959 9.384 9.267
H 13.559 16.776 9.332
H 11.508 15.719 8.505
H 6.930 10.709 12.623
H 6.350 13.796 10.437
H 5.844 5.742 12.910
H 10.206 12.450 14.051
H 9.692 8.613 11.245

***

No. 3
56
Properties=species:S:1:pos:R:3 method="wB97M-V/def2-TZVPD" total_charge=-2 energy_ha=-2315.52747 relative_energy_kj_mol=35.4 e_lumo_ha=0.1469 orbital_gap_ev=6.93
Te -0.345 -1.913 -2.413
Na 0.148 0.431 -0.106
F -1.651 -3.243 -2.556
F -0.134 -2.679 -0.673
F 0.986 -3.303 -2.675
F -1.753 -0.792 -3.024
F -0.174 -2.047 -4.318
O -0.546 3.963 2.981
O 0.539 2.654 1.500
O -1.798 -0.835 -0.542
O 0.809 -0.598 -2.088
O -2.961 -2.241 0.796
O 1.369 -0.798 1.540
N 3.080 -1.325 0.125
N -1.404 4.456 -1.856
N 1.911 -2.993 1.294
N -1.505 0.866 1.556
N -0.975 2.369 -1.290
C -0.390 2.930 2.291
C -3.484 1.002 3.456
C 3.672 -3.650 -0.263
C -2.396 -1.175 0.522
C 0.737 -3.353 2.071
C 3.194 0.070 -0.265
C -1.510 1.869 2.425
C 2.048 -1.655 0.987
C -2.504 1.984 3.392
C -2.450 -0.069 1.594
C -1.717 2.367 -2.444
C 3.537 -2.274 -0.880
C -1.994 3.652 -2.813
C -3.460 -0.048 2.551
C -1.382 5.896 -1.823
C 2.356 -4.033 0.379
C -0.798 3.624 -0.970
H -2.480 2.834 4.058
H 2.466 -4.950 0.965
H -4.186 -0.849 2.557
H 2.808 0.704 0.530
H 0.993 -4.191 2.727
H 3.929 -4.377 -1.036
H 2.646 0.272 -1.192
H -2.258 6.283 -2.342
H 4.468 -3.642 0.489
H -0.260 3.957 -0.091
H 1.598 -4.198 -0.395
H -1.408 6.239 -0.790
H 4.251 0.299 -0.429
H 0.430 -2.500 2.669
H -0.098 -3.636 1.424
H -0.485 6.298 -2.302
H 4.508 -1.921 -1.239
H 2.841 -2.296 -1.725
H -2.549 4.069 -3.637
H -1.999 1.436 -2.910
H -4.268 1.060 4.206

***

No. 4
43
Properties=species:S:1:pos:R:3 method="wB97M-V/def2-TZVPD" energy_ha=-1020.16741 relative_energy_kj_mol=286.5 smiles=CC(C)[C@@H](C)CO[C@@H](C#N)[C@@](F)(C#N)COc1ccccc1 e_lumo_ha=0.0270 orbital_gap_ev=10.19
F -0.982 0.167 -2.123
O -2.815 0.501 0.806
O 1.387 0.616 -1.279
N -0.729 -1.934 0.428
N 0.157 3.766 -0.714
C -5.534 -1.714 -0.318
C 0.274 2.625 -0.695
C -0.918 0.405 -0.774
C 3.630 -0.265 -0.776
C 4.147 -0.556 0.657
C -4.256 -1.209 -0.122
C 2.719 0.980 -0.888
C -6.648 -1.039 0.162
C -6.462 0.166 0.827
C -0.789 -0.920 -0.103
C 2.994 -1.521 -1.395
C -5.188 0.670 1.023
C -4.074 -0.015 0.562
C 0.388 1.164 -0.449
C 5.515 0.106 0.899
C 3.152 -0.233 1.774
C -2.205 1.137 -0.306
H 5.831 -0.044 1.930
H 2.056 -1.795 -0.917
H 2.716 1.588 0.017
H -5.040 1.609 1.544
H -1.995 2.171 -0.038
H 5.456 1.171 0.662
H 4.321 -1.636 0.700
H 2.858 -1.382 -2.468
H -7.645 -1.438 0.032
H 3.111 1.619 -1.684
H 2.148 -0.613 1.576
H 6.233 -0.357 0.222
H 4.510 -0.060 -1.392
H 3.543 -0.596 2.724
H 0.658 0.959 0.591
H -7.314 0.715 1.207
H 3.072 0.855 1.883
H -2.889 1.116 -1.156
H -5.662 -2.651 -0.843
H -3.427 -1.782 -0.516
H 3.697 -2.347 -1.272

***

No. 5
48
Properties=species:S:1:pos:R:3 method="wB97M-V/def2-TZVPD" total_charge=-1 energy_ha=-7215.98628 multiplicity=2 s_squared=0.823 e_lumo_ha="0.0852 / 0.0853" orbital_gap_ev="5.72 / 4.93"
Se -2.160 1.450 1.813
Se -0.977 2.999 -1.413
V -0.640 0.958 -0.140
S 1.616 -0.507 -0.381
O 0.796 -0.355 0.844
O 2.756 0.354 -0.501
O -3.728 3.927 0.190
O 0.332 5.578 2.447
N 0.655 -0.332 -1.608
N -1.567 -0.567 -1.187
C 1.818 -3.070 0.625
C -2.865 -2.453 -1.826
C 3.166 -2.544 -1.298
C 2.248 -2.165 -0.326
C -0.915 4.472 -0.087
C -1.051 5.578 2.121
C -0.463 -1.171 -1.670
C -2.746 -1.191 -1.275
C -1.721 -3.099 -2.282
C 3.649 -3.840 -1.310
C 2.315 -4.367 0.606
C -0.496 -2.451 -2.202
C -1.116 3.101 2.103
C 3.229 -4.772 -0.358
C 3.739 -6.186 -0.395
C -1.540 4.356 1.314
C -3.072 4.509 1.291
H -1.388 5.321 -0.586
H 4.757 -6.229 -0.784
H -0.057 2.890 1.910
H -3.323 5.575 1.249
H 0.421 -2.901 -2.558
H -1.652 5.653 3.041
H 0.548 4.715 2.814
H 3.116 -6.810 -1.040
H 1.983 -5.075 1.357
H 3.735 -6.635 0.598
H -3.597 -0.651 -0.878
H -1.206 3.315 3.173
H -3.471 4.114 2.237
H 1.100 -2.757 1.371
H -3.837 -2.922 -1.887
H 0.137 4.727 0.045
H -3.392 3.021 0.109
H -1.218 6.486 1.538
H 4.370 -4.135 -2.064
H 3.499 -1.821 -2.032
H -1.788 -4.093 -2.707

***

Copy entry 3 word for word.
56
Properties=species:S:1:pos:R:3 method="wB97M-V/def2-TZVPD" total_charge=-2 energy_ha=-2315.52747 relative_energy_kj_mol=35.4 e_lumo_ha=0.1469 orbital_gap_ev=6.93
Te -0.345 -1.913 -2.413
Na 0.148 0.431 -0.106
F -1.651 -3.243 -2.556
F -0.134 -2.679 -0.673
F 0.986 -3.303 -2.675
F -1.753 -0.792 -3.024
F -0.174 -2.047 -4.318
O -0.546 3.963 2.981
O 0.539 2.654 1.500
O -1.798 -0.835 -0.542
O 0.809 -0.598 -2.088
O -2.961 -2.241 0.796
O 1.369 -0.798 1.540
N 3.080 -1.325 0.125
N -1.404 4.456 -1.856
N 1.911 -2.993 1.294
N -1.505 0.866 1.556
N -0.975 2.369 -1.290
C -0.390 2.930 2.291
C -3.484 1.002 3.456
C 3.672 -3.650 -0.263
C -2.396 -1.175 0.522
C 0.737 -3.353 2.071
C 3.194 0.070 -0.265
C -1.510 1.869 2.425
C 2.048 -1.655 0.987
C -2.504 1.984 3.392
C -2.450 -0.069 1.594
C -1.717 2.367 -2.444
C 3.537 -2.274 -0.880
C -1.994 3.652 -2.813
C -3.460 -0.048 2.551
C -1.382 5.896 -1.823
C 2.356 -4.033 0.379
C -0.798 3.624 -0.970
H -2.480 2.834 4.058
H 2.466 -4.950 0.965
H -4.186 -0.849 2.557
H 2.808 0.704 0.530
H 0.993 -4.191 2.727
H 3.929 -4.377 -1.036
H 2.646 0.272 -1.192
H -2.258 6.283 -2.342
H 4.468 -3.642 0.489
H -0.260 3.957 -0.091
H 1.598 -4.198 -0.395
H -1.408 6.239 -0.790
H 4.251 0.299 -0.429
H 0.430 -2.500 2.669
H -0.098 -3.636 1.424
H -0.485 6.298 -2.302
H 4.508 -1.921 -1.239
H 2.841 -2.296 -1.725
H -2.549 4.069 -3.637
H -1.999 1.436 -2.910
H -4.268 1.060 4.206